Molecular formula: C4H6MgO5Ru
Method: DFT, the ωB97M-V functional and the def2-TZVPD basis

Geometry (Å):
1 O -1.5497 1.5672 0.6868
2 C -2.3912 0.5498 0.2624
3 C -1.7092 -0.3498 -0.7629
4 O -0.4109 -0.6773 -0.2261
5 C 0.3585 -1.5645 -0.9147
6 Ru 0.2273 0.9723 0.8400
7 H -3.3118 0.9357 -0.2175
8 H -2.7228 -0.0857 1.1100
9 H -1.5505 0.1766 -1.7163
10 H -2.2682 -1.2797 -0.9393
11 H 1.3809 -1.7012 -0.5687
12 H -0.1657 -2.2852 -1.5438
13 O 1.6503 0.2082 2.0514
14 C 2.5378 0.6413 1.2343
15 O 2.0671 1.2519 0.1581
16 O 3.7752 0.4193 1.2893
17 Mg 4.0829 1.2213 -0.7431

Output
Total charge: 0
2S+1: 7
HOMO level (alpha / beta) (Eh): -0.2540 / -0.2831
ΔE to the lowest compared entry with this formula, charge and spin (kJ/mol): 0.00
Expectation value of S²: 12.011
Gap between HOMO and LUMO (alpha / beta) (eV): 6.9398 / 6.5663

Table of Mulliken atomic charges, one value per atom, all in e: atom 1 (O): -0.7944, atom 2 (C): -0.3229, atom 3 (C): -0.4419, atom 4 (O): -0.2847, atom 5 (C): -0.5813, atom 6 (Ru): 1.0431, atom 7 (H): 0.2954, atom 8 (H): 0.2719, atom 9 (H): 0.3252, atom 10 (H): 0.3647, atom 11 (H): 0.2952, atom 12 (H): 0.2985, atom 13 (O): -0.6673, atom 14 (C): 1.2593, atom 15 (O): -0.6624, atom 16 (O): -0.7678, atom 17 (Mg): 0.3693

=====

Molecular formula: C26H25BrClCoN9O8S
Method: DFT, the ωB97M-V functional and the def2-TZVPD basis

Geometry (Å):
1 Co -0.6377 0.0470 0.4353
2 N 0.0101 0.9629 2.0930
3 N -0.5158 0.3999 3.2734
4 C -1.4580 -0.5847 3.1840
5 N -1.7640 -1.1983 4.3249
6 N -1.9785 -0.7510 1.9790
7 N -3.0196 -1.6567 1.8124
8 O -3.5811 -1.5898 0.7494
9 O -3.3159 -2.4519 2.7013
10 H 1.0324 0.7030 2.0055
11 H -0.1159 1.9672 2.1427
12 H 0.1202 0.3670 4.0539
13 H -1.3036 -0.9426 5.1795
14 H -2.4202 -1.9619 4.2827
15 O 2.3088 -0.3098 1.7519
16 C 1.8608 -1.2558 1.0643
17 O 0.6457 -1.3927 0.7053
18 C 2.7936 -2.3345 0.6055
19 C 4.1630 -2.1917 0.8000
20 C 5.0454 -3.1376 0.3017
21 C 4.5650 -4.2410 -0.3832
22 C 3.1972 -4.3606 -0.5606
23 C 2.2951 -3.4278 -0.0938
24 N 2.6793 -5.5364 -1.2961
25 O 3.4895 -6.3492 -1.6987
26 O 1.4783 -5.6228 -1.4469
27 H 4.5270 -1.3160 1.3193
28 H 6.1103 -2.9993 0.4191
29 H 5.2246 -4.9913 -0.7917
30 H 1.2370 -3.5364 -0.2791
31 Br 6.3444 -0.4522 -1.9025
32 C 3.9256 -0.5563 -2.1845
33 C 3.1624 -0.9232 -3.3787
34 C 1.7224 -1.2716 -3.2656
35 C 0.9585 -0.7165 -2.3278
36 C 1.5337 0.4310 -1.5674
37 C 3.0989 0.4859 -1.4715
38 C -0.4882 -1.1815 -2.1944
39 O -0.9545 -1.8516 -3.0958
40 O -1.1631 -0.8032 -1.1568
41 H 3.7146 -1.5621 -4.0555
42 H 1.3204 -2.0588 -3.8899
43 H 1.0931 0.5507 -0.5806
44 H 3.4679 0.7898 -0.4963
45 C 5.7591 4.1540 -3.4380
46 C 5.0099 2.8773 -3.5932
47 C 5.0726 2.0619 -4.6929
48 C 4.4312 0.8269 -4.7373
49 N 3.6586 0.4766 -3.6301
50 C 3.2558 1.4810 -2.6087
51 S 1.4798 1.9811 -2.5726
52 N 4.2351 2.4863 -2.5259
53 C 4.6223 -0.1638 -5.8307
54 H 6.4673 4.2793 -4.2538
55 H 6.3249 4.1593 -2.5021
56 H 5.0884 5.0180 -3.4246
57 H 5.6702 2.3689 -5.5393
58 H 4.2226 3.0459 -1.6911
59 H 5.1631 0.3094 -6.6483
60 H 3.6739 -0.5404 -6.2231
61 H 5.2201 -1.0185 -5.4988
62 Cl -1.5117 5.4395 -0.8594
63 C -2.1373 3.8314 -0.7850
64 C -3.3990 3.5322 -1.2673
65 C -3.8334 2.2215 -1.1923
66 C -3.0047 1.2568 -0.6458
67 N -1.7926 1.5655 -0.1703
68 C -1.3609 2.8254 -0.2430
69 H -4.0139 4.3098 -1.6997
70 H -4.8067 1.9354 -1.5646
71 H -3.2768 0.2128 -0.5929
72 H -0.3574 3.0364 0.1054

Output
Total charge: 0
2S+1: 4
HOMO level (alpha / beta) (Eh): -0.2302 / -0.3093
ΔE to the lowest compared entry with this formula, charge and spin (kJ/mol): 568.13
Expectation value of S²: 3.807
Gap between HOMO and LUMO (alpha / beta) (eV): 5.9075 / 8.0599

Table of Mulliken atomic charges, one value per atom, all in e: atom 1 (Co): 0.4140, atom 2 (N): 0.0348, atom 3 (N): -0.4807, atom 4 (C): 0.6886, atom 5 (N): -0.3768, atom 6 (N): -0.0808, atom 7 (N): 0.8604, atom 8 (O): -0.5617, atom 9 (O): -0.7840, atom 10 (H): 0.4291, atom 11 (H): 0.2633, atom 12 (H): 0.2784, atom 13 (H): 0.1533, atom 14 (H): 0.2210, atom 15 (O): -0.9161, atom 16 (C): 0.5143, atom 17 (O): -0.7324, atom 18 (C): 0.5188, atom 19 (C): -0.5016, atom 20 (C): -0.6651, atom 21 (C): -0.5155, atom 22 (C): -0.3417, atom 23 (C): 0.1158, atom 24 (N): 1.0810, atom 25 (O): -0.6444, atom 26 (O): -0.6052, atom 27 (H): 0.4029, atom 28 (H): 0.4733, atom 29 (H): 0.5273, atom 30 (H): 0.6607, atom 31 (Br): -0.4352, atom 32 (C): -2.2222, atom 33 (C): 0.3561, atom 34 (C): -0.9948, atom 35 (C): 0.2919, atom 36 (C): 1.1323, atom 37 (C): -0.9653, atom 38 (C): -0.4191, atom 39 (O): -0.7452, atom 40 (O): -0.4496, atom 41 (H): 1.1071, atom 42 (H): 0.5390, atom 43 (H): 0.1523, atom 44 (H): 0.8560, atom 45 (C): -1.4976, atom 46 (C): 0.6069, atom 47 (C): -0.8648, atom 48 (C): 1.4710, atom 49 (N): 0.3944, atom 50 (C): 0.3155, atom 51 (S): -0.4808, atom 52 (N): 0.0566, atom 53 (C): -1.8759, atom 54 (H): 0.3802, atom 55 (H): 0.3435, atom 56 (H): 0.3153, atom 57 (H): 0.3466, atom 58 (H): 0.2950, atom 59 (H): 0.4285, atom 60 (H): 0.3384, atom 61 (H): 0.3410, atom 62 (Cl): -0.2195, atom 63 (C): -0.2014, atom 64 (C): -0.0726, atom 65 (C): -0.9578, atom 66 (C): -0.1185, atom 67 (N): 0.3875, atom 68 (C): -0.2059, atom 69 (H): 0.4592, atom 70 (H): 0.4218, atom 71 (H): 0.4739, atom 72 (H): 0.4854

=====

Molecular formula: C34H52BN3P2ReS
Method: DFT, the ωB97M-V functional and the def2-TZVPD basis

Geometry (Å):
1 Re 0.0412 0.6627 -0.2974
2 C 4.8418 0.1090 1.1784
3 C 3.6102 0.3067 0.2827
4 C 3.7985 1.5539 -0.6013
5 C 3.4440 -0.9192 -0.6236
6 P 2.0234 0.4413 1.2656
7 C 1.8828 -1.1580 2.1857
8 N 0.8529 -1.9041 1.5121
9 B 0.0176 -1.3476 0.4962
10 N -0.8340 -2.4236 0.0903
11 C -1.7399 -2.2967 -1.0235
12 P -1.0400 -0.8857 -1.9853
13 C 0.1798 -1.6517 -3.1723
14 C -0.5242 -2.2657 -4.3851
15 C 0.9216 -2.7849 -2.4377
16 C 1.1713 -0.5630 -3.6368
17 C -2.5155 -0.1009 -2.8264
18 C -2.0701 0.9185 -3.8784
19 C -3.4161 -1.1702 -3.4680
20 C -3.3218 0.6211 -1.7399
21 C -0.5173 -3.5761 0.8195
22 C -1.0441 -4.8603 0.7735
23 C -0.5025 -5.8120 1.6255
24 C 0.5335 -5.4908 2.5067
25 C 1.0608 -4.2087 2.5591
26 C 0.5280 -3.2556 1.7009
27 C 2.1032 1.7234 2.6248
28 C 2.3458 3.1301 2.0556
29 C 3.2014 1.3707 3.6399
30 C 0.7486 1.6831 3.3481
31 H 5.6650 -0.2401 0.5481
32 H 4.6954 -0.6404 1.9604
33 H 5.1665 1.0380 1.6436
34 H 4.4853 1.3119 -1.4169
35 H 4.2290 2.3880 -0.0465
36 H 2.8667 1.8970 -1.0562
37 H 4.3552 -1.0318 -1.2193
38 H 2.6103 -0.7888 -1.3137
39 H 3.2916 -1.8500 -0.0653
40 H 1.6343 -0.9627 3.2277
41 H 2.8409 -1.6795 2.1686
42 H -2.7623 -2.0699 -0.7195
43 H -1.7652 -3.1992 -1.6365
44 H -1.3190 -2.9619 -4.1048
45 H 0.2230 -2.8346 -4.9476
46 H -0.9306 -1.5112 -5.0585
47 H 0.2956 -3.6756 -2.3422
48 H 1.2722 -2.5167 -1.4458
49 H 1.7915 -3.0608 -3.0394
50 H 0.7279 0.1052 -4.3760
51 H 2.0375 -1.0410 -4.1029
52 H 1.5419 0.0552 -2.8125
53 H -1.5476 0.4447 -4.7084
54 H -1.4266 1.6949 -3.4591
55 H -2.9581 1.4083 -4.2911
56 H -3.0005 -1.5854 -4.3814
57 H -4.3657 -0.6908 -3.7313
58 H -3.6503 -1.9912 -2.7840
59 H -2.7199 1.3361 -1.1793
60 H -3.7861 -0.0751 -1.0356
61 H -4.1256 1.1818 -2.2248
62 H -1.8582 -5.1150 0.1003
63 H -0.8918 -6.8246 1.6129
64 H 0.9276 -6.2583 3.1626
65 H 1.8615 -3.9631 3.2511
66 H 3.3828 3.2671 1.7435
67 H 2.1389 3.8658 2.8400
68 H 1.6981 3.3638 1.2084
69 H 4.1974 1.5859 3.2677
70 H 3.1668 0.3281 3.9679
71 H 3.0449 1.9922 4.5262
72 H -0.0867 1.8053 2.6612
73 H 0.7153 2.5130 4.0605
74 H 0.6058 0.7608 3.9187
75 C -2.3093 -0.2277 2.3558
76 C -2.5506 1.1776 1.8954
77 C -3.6512 1.8678 2.4458
78 C -3.8852 3.1623 2.1065
79 C -3.0277 3.8096 1.1930
80 C -3.2120 5.1665 0.8278
81 C -2.3743 5.7697 -0.0657
82 C -1.3305 5.0256 -0.6387
83 C -1.1371 3.7005 -0.3028
84 S 0.1389 2.8205 -1.0974
85 C -1.9716 3.0596 0.6426
86 N -1.7379 1.7479 1.0009
87 H -2.6379 -0.3476 3.3883
88 H -1.2603 -0.4940 2.2845
89 H -2.8844 -0.9344 1.7456
90 H -4.2882 1.3528 3.1557
91 H -4.7198 3.7093 2.5343
92 H -4.0362 5.7167 1.2720
93 H -2.5128 6.8079 -0.3414
94 H -0.6672 5.4882 -1.3618

Output
Total charge: +2
2S+1: 4
HOMO level (alpha / beta) (Eh): -0.4745 / -0.4789
Expectation value of S²: 3.864
Gap between HOMO and LUMO (alpha / beta) (eV): 5.2728 / 5.9886

Table of Mulliken atomic charges, one value per atom, all in e: atom 1 (Re): 0.9126, atom 2 (C): -1.6467, atom 3 (C): 2.0248, atom 4 (C): -1.5772, atom 5 (C): -1.9800, atom 6 (P): -0.1211, atom 7 (C): -1.8962, atom 8 (N): 0.6582, atom 9 (B): 0.4654, atom 10 (N): 0.8591, atom 11 (C): -1.6503, atom 12 (P): -0.4609, atom 13 (C): 2.2126, atom 14 (C): -1.7930, atom 15 (C): -1.7687, atom 16 (C): -1.4786, atom 17 (C): 2.1005, atom 18 (C): -1.5786, atom 19 (C): -1.6817, atom 20 (C): -1.9796, atom 21 (C): 0.4817, atom 22 (C): -1.0408, atom 23 (C): -0.8028, atom 24 (C): -0.8026, atom 25 (C): -1.0105, atom 26 (C): 0.0158, atom 27 (C): 2.0719, atom 28 (C): -1.5801, atom 29 (C): -1.6110, atom 30 (C): -1.6979, atom 31 (H): 0.4788, atom 32 (H): 0.2919, atom 33 (H): 0.3502, atom 34 (H): 0.4579, atom 35 (H): 0.3989, atom 36 (H): 0.2349, atom 37 (H): 0.7609, atom 38 (H): 0.2819, atom 39 (H): 0.2287, atom 40 (H): 0.6979, atom 41 (H): 0.8110, atom 42 (H): 0.5863, atom 43 (H): 0.6259, atom 44 (H): 0.3566, atom 45 (H): 0.5251, atom 46 (H): 0.3088, atom 47 (H): 0.3465, atom 48 (H): 0.1838, atom 49 (H): 0.6427, atom 50 (H): 0.3280, atom 51 (H): 0.4573, atom 52 (H): 0.2490, atom 53 (H): 0.3101, atom 54 (H): 0.1527, atom 55 (H): 0.5087, atom 56 (H): 0.3782, atom 57 (H): 0.5320, atom 58 (H): 0.2982, atom 59 (H): 0.4308, atom 60 (H): 0.2835, atom 61 (H): 0.7213, atom 62 (H): 0.5004, atom 63 (H): 0.4326, atom 64 (H): 0.4354, atom 65 (H): 0.5006, atom 66 (H): 0.3480, atom 67 (H): 0.4893, atom 68 (H): 0.1847, atom 69 (H): 0.3754, atom 70 (H): 0.2724, atom 71 (H): 0.5406, atom 72 (H): 0.1939, atom 73 (H): 0.6611, atom 74 (H): 0.2980, atom 75 (C): -0.5897, atom 76 (C): 0.3537, atom 77 (C): -1.1831, atom 78 (C): -1.0413, atom 79 (C): 0.9172, atom 80 (C): -0.8188, atom 81 (C): -0.9397, atom 82 (C): -0.6889, atom 83 (C): 1.4299, atom 84 (S): -0.5533, atom 85 (C): -1.0543, atom 86 (N): 0.7485, atom 87 (H): 0.7160, atom 88 (H): -0.1639, atom 89 (H): 0.2309, atom 90 (H): 0.6116, atom 91 (H): 0.4706, atom 92 (H): 0.4667, atom 93 (H): 0.4320, atom 94 (H): 0.5606

=====

Molecular formula: C4H7NO2
Method: DFT, the ωB97M-V functional and the def2-TZVPD basis

Geometry (Å):
1 C -1.4871 -1.0369 0.0307
2 C -0.3197 -0.2332 -0.5210
3 C 0.0144 0.7954 0.5183
4 N 1.1097 0.5686 1.1254
5 C 1.6991 -0.5550 0.4583
6 O 2.7508 -1.0598 0.7042
7 O 0.8728 -0.9991 -0.5434
8 H -1.2908 -1.2574 1.0849
9 H -1.6024 -1.9733 -0.5149
10 H -2.4098 -0.4524 -0.0387
11 H -0.5182 0.1428 -1.5330
12 H -0.6613 1.6058 0.7887
13 H 0.6625 2.3140 -1.0306
14 H 1.1799 2.1406 -0.5291

Output
SMILES string: C[C@H]1C=NC(=O)O1.[H][H]
Total charge: 0
HOMO level (Eh): -0.3974
ΔE to the lowest compared entry with this formula, charge and spin (kJ/mol): 201.48
Gap between HOMO and LUMO (eV): 11.0178

Table of Mulliken atomic charges, one value per atom, all in e: atom 1 (C): -1.3003, atom 2 (C): 0.6044, atom 3 (C): -0.4321, atom 4 (N): -0.4992, atom 5 (C): 0.5327, atom 6 (O): -0.4909, atom 7 (O): -0.3415, atom 8 (H): 0.3241, atom 9 (H): 0.3407, atom 10 (H): 0.3697, atom 11 (H): 0.3058, atom 12 (H): 0.5136, atom 13 (H): 0.0196, atom 14 (H): 0.0535